1.
{
  "formula": "C56H42IrN5O4S",
  "method": "ωB97M-V/def2-TZVPD",
  "spin_multiplicity": 1,
  "energy_ev": -88069.6261,
  "gap_ev": [4.70, 4.70],
  "lumo_ev": [-1.575, -1.576],
  "total_charge": 0,
  "e_homo_ev": [-6.280, -6.280],
  "symbols": ["Ir", "C", "C", "C", "C", "C", "C", "C", "C", "C", "C", "C", "N", "C", "C", "C", "C", "C", "C", "C", "C", "C", "C", "C", "C", "C", "N", "C", "C", "C", "C", "C", "C", "C", "C", "C", "C", "C", "C", "N", "C", "C", "N", "C", "C", "C", "C", "C", "C", "H", "H", "H", "H", "H", "H", "H", "H", "H", "H", "H", "H", "H", "H", "H", "H", "H", "H", "H", "H", "H", "H", "H", "H", "H", "H", "H", "H", "O", "C", "O", "C", "N", "C", "C", "C", "H", "H", "H", "H", "H", "H", "H", "H", "H", "O", "C", "O", "C", "C", "C", "C", "S", "C", "C", "H", "H", "H", "H", "H"],
  "xyz": [[0.35007, 0.13011, 0.03974], [1.44307, -4.70565, 5.00505], [0.55385, -4.97257, 3.97350], [-0.04429, -3.94224, 3.28246], [0.20721, -2.59161, 3.59881], [1.14455, -2.34959, 4.62346], [1.73334, -3.38512, 5.31714], [-0.31824, -1.53924, 2.76886], [-1.13315, -1.87840, 1.61752], [-2.29792, -2.68265, 1.55022], [-2.79392, -2.57338, 0.27168], [-1.88632, -1.76380, -0.46486], [-0.90875, -1.34496, 0.40259], [-1.83337, -1.42067, -1.83773], [-0.61089, -1.00590, -2.46996], [-0.25764, -1.17273, -3.83974], [0.99991, -0.64854, -4.00216], [1.37723, -0.07965, -2.75196], [2.42862, 0.82602, -2.49331], [3.47338, 0.97643, -3.52938], [3.18680, 1.49341, -4.78923], [4.15439, 1.53219, -5.77637], [5.42543, 1.04820, -5.51983], [5.73086, 0.56508, -4.25900], [4.76653, 0.53233, -3.26748], [2.44701, 1.68011, -1.37811], [1.55845, 1.61778, -0.34333], [1.61069, 2.76532, 0.35865], [0.82633, 3.03619, 1.52056], [0.34849, 4.38030, 1.75589], [0.21287, 5.25528, 0.65828], [-0.34093, 6.50980, 0.79754], [-0.78725, 6.94710, 2.03511], [-0.67757, 6.10082, 3.12767], [-0.13253, 4.84105, 2.99450], [0.48115, 1.93406, 2.39774], [0.52085, 1.85982, 3.81021], [0.25826, 0.55424, 4.16118], [0.02413, -0.16538, 2.96383], [0.15028, 0.71296, 1.92099], [2.62577, 3.59824, -0.21867], [3.17478, 2.90717, -1.25985], [0.40365, -0.37571, -1.83917], [-3.05276, -1.19051, -2.60612], [-3.08632, 0.02348, -3.30946], [-4.24344, 0.48033, -3.90044], [-5.40564, -0.27105, -3.82479], [-5.37883, -1.49568, -3.17888], [-4.22210, -1.95326, -2.57462], [1.91607, -5.51544, 5.54072], [0.33704, -5.99283, 3.69020], [-0.69282, -4.18390, 2.45693], [1.45889, -1.34474, 4.84394], [2.43877, -3.15856, 6.10536], [-2.74495, -3.21527, 2.36783], [-3.67208, -3.06329, -0.09730], [-0.86650, -1.65840, -4.57883], [1.58673, -0.63502, -4.90106], [2.19871, 1.87984, -4.98302], [3.91616, 1.93914, -6.74851], [6.17475, 1.05902, -6.29727], [6.72713, 0.20324, -4.05147], [5.00676, 0.13631, -2.29201], [0.49210, 4.90883, -0.32438], [-0.44371, 7.14523, -0.07100], [-1.22145, 7.92780, 2.14291], [-1.02348, 6.42905, 4.09617], [-0.07803, 4.21051, 3.86417], [0.80743, 2.63121, 4.49540], [0.17928, 0.17651, 5.16142], [2.92286, 4.56280, 0.14536], [3.97855, 3.20915, -1.90452], [-2.19471, 0.63027, -3.33677], [-4.23838, 1.43479, -4.40457], [-6.31384, 0.09605, -4.27771], [-6.27693, -2.09377, -3.13308], [-4.22737, -2.92127, -2.10237], [-3.18946, 3.12401, -1.52384], [-2.58733, 2.22589, -0.76184], [-1.39893, 2.02927, -0.80273], [-3.54550, 1.45731, 0.15444], [-4.89950, 1.99458, -0.02993], [-5.25867, 2.69239, 1.20771], [-4.49482, 1.97605, 2.32587], [-3.16975, 1.63739, 1.64383], [-3.48857, 0.40927, -0.15524], [-5.55770, 1.24850, -0.21883], [-4.15294, 3.08542, -1.29485], [-6.34028, 2.69695, 1.34627], [-4.91128, 3.72750, 1.12823], [-5.03378, 1.07508, 2.62645], [-4.34509, 2.60074, 3.20330], [-2.70276, 0.74695, 2.05487], [-2.47266, 2.47065, 1.74250], [4.92804, -7.01712, -0.38115], [3.62240, -6.67363, -0.44273], [2.82041, -7.40017, -0.96548], [3.27910, -5.34373, 0.11509], [2.19732, -4.66521, -0.44922], [1.92654, -3.36106, -0.10979], [2.73621, -2.70035, 0.81808], [2.59428, -1.01475, 1.15243], [3.75041, -3.41505, 1.47003], [4.02448, -4.71492, 1.11520], [5.45993, -6.31273, 0.01551], [1.60507, -5.18746, -1.18488], [1.11924, -2.82750, -0.59215], [4.32723, -2.90938, 2.22927], [4.80525, -5.25169, 1.63833]],
  "atomic_forces_ev_per_a": [[2.117, -0.688, 1.417], [-0.125, 0.024, -0.066], [0.120, -0.139, 0.187], [-0.086, 0.376, -0.010], [0.218, -0.907, 0.849], [-0.200, 0.035, -0.255], [0.037, -0.148, 0.145], [-0.446, 1.600, -0.614], [0.727, 0.197, 0.147], [-0.288, -0.137, -0.290], [-0.121, -0.009, 0.371], [0.267, 0.318, -0.298], [-0.709, -0.352, 0.212], [1.264, 0.006, 0.094], [-1.021, -0.379, 0.563], [0.403, 0.237, -0.351], [-0.557, -0.363, -0.222], [-0.024, 0.180, 0.586], [-0.271, 0.233, 0.536], [0.210, -0.033, -0.169], [-0.061, 0.077, 0.124], [0.001, 0.020, -0.091], [0.047, 0.059, -0.018], [0.168, -0.017, -0.043], [-0.076, 0.002, 0.011], [-0.292, -0.603, -0.475], [0.467, 0.443, -0.161], [-0.741, 0.145, 0.736], [0.756, -1.455, -0.067], [-0.059, 1.036, 0.241], [0.021, -0.419, 0.155], [-0.068, 0.234, 0.100], [0.076, -0.034, -0.095], [-0.037, 0.119, 0.010], [0.194, -0.144, -0.180], [-0.126, 0.483, -1.248], [-0.301, -0.680, 0.854], [0.303, 0.864, 0.262], [-0.248, -1.227, -0.501], [0.087, 0.274, 0.433], [0.446, 0.067, -0.667], [-0.044, 0.483, 0.461], [0.576, -0.258, -0.997], [-0.498, -0.043, -0.507], [0.084, -0.104, 0.150], [-0.248, 0.029, -0.119], [0.090, 0.122, -0.098], [-0.150, -0.035, 0.062], [0.162, -0.060, -0.001], [0.053, -0.042, 0.035], [0.013, -0.058, -0.009], [0.020, -0.040, -0.068], [0.044, 0.025, -0.022], [0.059, 0.005, -0.009], [-0.028, -0.138, 0.121], [-0.165, -0.030, -0.075], [-0.085, -0.068, -0.129], [0.057, -0.009, -0.100], [-0.177, 0.018, -0.056], [-0.034, 0.020, -0.067], [0.082, 0.007, -0.042], [0.074, -0.044, 0.043], [-0.022, -0.052, 0.126], [-0.007, -0.016, -0.076], [0.002, 0.028, -0.049], [-0.075, 0.129, 0.025], [-0.048, 0.015, 0.112], [-0.058, 0.008, 0.031], [-0.060, 0.175, 0.102], [0.015, -0.061, 0.147], [0.020, 0.161, 0.085], [0.105, 0.089, -0.082], [0.033, 0.116, 0.014], [-0.017, 0.091, -0.067], [-0.119, -0.018, -0.032], [-0.054, -0.101, -0.016], [0.028, -0.111, 0.088], [0.416, 0.297, -0.174], [-1.003, -0.264, 0.183], [0.895, -0.428, -0.003], [0.267, 0.041, -0.243], [-0.310, -0.310, -0.002], [-0.008, 0.145, 0.338], [-0.083, 0.102, -0.237], [-0.044, -0.019, -0.024], [-0.027, 0.053, 0.030], [0.085, 0.030, -0.028], [0.160, -0.318, 0.102], [0.059, 0.066, -0.048], [-0.088, 0.015, 0.076], [0.045, -0.033, -0.007], [-0.067, 0.015, 0.082], [0.149, -0.030, -0.013], [0.110, -0.035, 0.090], [0.245, -0.288, 0.073], [-0.319, 0.091, 0.058], [0.274, -0.071, 0.007], [-0.067, 0.287, 0.066], [0.248, -0.380, 0.070], [0.037, 0.085, 0.043], [-0.307, -0.322, -0.323], [-1.945, 1.634, -0.935], [-0.188, 0.353, -0.002], [-0.126, -0.229, -0.295], [-0.238, -0.041, -0.132], [-0.073, -0.003, -0.109], [-0.028, 0.063, 0.003], [0.107, -0.028, 0.124], [0.121, -0.006, 0.037]]
}



2.
{
  "formula": "C3H4BrF",
  "method": "ωB97M-V/def2-TZVPD",
  "spin_multiplicity": 1,
  "relative_energy_kcal_mol": 166.2,
  "energy_ev": -75927.9045,
  "gap_ev": [7.46, 7.46],
  "lumo_ev": [-0.976, -0.976],
  "total_charge": 0,
  "e_homo_ev": [-8.437, -8.437],
  "symbols": ["C", "C", "C", "F", "Br", "H", "H", "H", "H"],
  "xyz": [[1.22440, 0.94971, 0.92152], [-0.22765, 0.65198, -1.14371], [-0.70898, -0.75814, -1.41277], [-0.96826, 1.71104, -1.53053], [-1.96800, -1.32260, -2.75999], [1.35890, -0.12011, 0.95953], [2.08518, 1.42655, 0.54654], [0.26408, -1.42173, -1.52413], [-1.08726, -0.91243, -0.34298]],
  "atomic_forces_ev_per_a": [[-2.800, 0.033, 0.173], [0.126, 1.093, 0.468], [1.875, 0.066, 0.928], [0.901, -2.619, 0.275], [-0.070, 0.352, 0.208], [0.425, -0.684, -0.262], [1.368, 0.468, -0.997], [-2.049, 1.488, 0.329], [0.226, -0.197, -1.121]]
}



3.
{
  "formula": "C30H25BrIrN3O5S3",
  "method": "ωB97M-V/def2-TZVPD",
  "spin_multiplicity": 2,
  "relative_energy_kcal_mol": 47.7,
  "energy_ev": -151602.7754,
  "gap_ev": [6.66, 5.61],
  "lumo_ev": [-4.291, -5.328],
  "total_charge": 1,
  "e_homo_ev": [-10.948, -10.936],
  "symbols": ["Ir", "O", "C", "C", "C", "C", "C", "C", "C", "O", "N", "N", "C", "C", "Br", "C", "C", "C", "C", "C", "C", "C", "H", "H", "H", "H", "H", "H", "H", "H", "H", "H", "H", "H", "H", "H", "S", "C", "N", "C", "C", "C", "C", "C", "C", "S", "H", "H", "H", "H", "C", "C", "C", "C", "C", "C", "C", "S", "O", "O", "O", "H", "H", "H", "H", "H", "H", "H"],
  "xyz": [[-0.13461, -1.50092, -0.00185], [-3.37659, -0.18385, 1.91486], [-2.77178, 0.57462, 2.86769], [-3.53868, 1.57377, 3.45764], [-3.02748, 2.32743, 4.49543], [-1.74515, 2.08373, 4.97750], [-0.98098, 1.10475, 4.37341], [-1.46389, 0.36501, 3.29237], [-0.49066, -0.58953, 2.64586], [-1.04033, -1.46788, 1.69201], [0.55138, 0.17995, 1.96362], [1.34072, -0.64224, 1.14513], [2.58667, -0.31363, 1.04375], [3.71919, -0.97601, 0.46798], [3.61109, -2.64196, -0.41134], [4.96844, -0.44461, 0.58731], [5.54930, 0.33152, 1.67833], [4.94663, 0.50443, 2.93186], [5.57037, 1.25398, 3.91190], [6.80781, 1.83658, 3.66348], [7.43713, 1.63980, 2.44291], [6.81600, 0.88509, 1.46365], [-2.77419, -0.89828, 1.66059], [-4.54656, 1.72333, 3.09388], [-3.63951, 3.09634, 4.94765], [-1.35088, 2.64997, 5.80952], [0.01646, 0.89913, 4.75199], [-0.04711, -1.20089, 3.44626], [1.08238, 0.81038, 2.55099], [2.84729, 0.63254, 1.51264], [5.65917, -0.69855, -0.21134], [4.01839, 0.00031, 3.16366], [5.10617, 1.36478, 4.88266], [7.29111, 2.42494, 4.43196], [8.41290, 2.06794, 2.25849], [7.30962, 0.71877, 0.51378], [0.07443, -3.83432, -0.33789], [0.66936, -3.21014, -1.82211], [0.90550, -1.92971, -1.69261], [1.38308, -1.33310, -2.86144], [1.72512, -0.00187, -3.03951], [2.16647, 0.38375, -4.29011], [2.27916, -0.54166, -5.33319], [1.96213, -1.87450, -5.14617], [1.51330, -2.26115, -3.89001], [1.02049, -3.86029, -3.36057], [1.61710, 0.70513, -2.22736], [2.42439, 1.41861, -4.46933], [2.62119, -0.20977, -6.30385], [2.05087, -2.58883, -5.95320], [-7.68156, 0.72421, -2.77848], [-6.23583, 0.37456, -2.57149], [-5.71444, 0.23477, -1.28573], [-4.39405, -0.11789, -1.08414], [-3.57960, -0.33016, -2.19103], [-4.07364, -0.20064, -3.48667], [-5.39840, 0.15229, -3.66216], [-1.91592, -0.79371, -2.01475], [-1.42650, -1.10813, -3.31809], [-1.10808, 0.21294, -1.24992], [-1.84906, -1.97724, -1.03781], [-8.07979, 1.28173, -1.93249], [-8.27498, -0.18658, -2.88327], [-7.82068, 1.31136, -3.68499], [-6.35381, 0.40382, -0.42820], [-4.00838, -0.21319, -0.08164], [-3.42576, -0.37604, -4.33236], [-5.79191, 0.25501, -4.66565]],
  "atomic_forces_ev_per_a": [[-0.556, -0.673, -0.621], [0.024, 0.141, 0.022], [-0.105, -0.134, -0.053], [-0.034, 0.015, 0.061], [0.002, -0.003, -0.001], [0.007, 0.018, -0.052], [-0.016, 0.039, -0.025], [0.140, 0.063, 0.076], [0.219, -0.169, 0.220], [-0.236, 0.195, 0.315], [-0.436, 0.365, -0.787], [0.362, -0.016, 0.141], [0.156, -0.387, 0.535], [-0.135, 0.399, -0.267], [-0.009, 0.116, -0.160], [0.001, -0.093, 0.134], [-0.265, 0.384, -0.399], [0.044, -0.099, 0.042], [-0.008, -0.027, -0.021], [0.005, 0.017, 0.017], [-0.014, -0.028, -0.023], [0.025, 0.106, -0.055], [0.049, -0.109, 0.012], [0.000, 0.001, 0.017], [-0.001, -0.005, 0.002], [-0.010, -0.009, 0.005], [-0.008, -0.006, -0.005], [0.020, -0.198, -0.129], [0.009, -0.041, 0.076], [0.091, -0.091, 0.166], [0.210, -0.448, 0.324], [0.010, -0.026, 0.043], [-0.008, 0.011, -0.009], [0.003, -0.018, 0.007], [-0.005, -0.004, -0.004], [-0.004, 0.030, 0.002], [0.245, 0.319, 0.532], [0.308, -0.239, -0.098], [-0.360, 0.575, -0.561], [0.076, -0.179, 0.367], [-0.032, 0.065, -0.038], [0.018, -0.027, 0.003], [0.006, 0.003, 0.023], [-0.007, -0.009, -0.001], [0.027, -0.095, -0.026], [0.045, -0.003, -0.058], [-0.038, 0.010, -0.024], [0.004, -0.004, 0.002], [0.000, -0.004, 0.002], [0.011, 0.009, -0.001], [0.021, -0.030, 0.000], [-0.046, -0.013, 0.020], [-0.005, 0.002, 0.003], [0.069, 0.027, -0.052], [-0.135, 0.061, 0.085], [-0.002, 0.016, 0.053], [0.006, 0.009, -0.030], [0.030, 0.040, 0.113], [0.092, -0.040, -0.022], [0.252, -0.039, 0.195], [-0.133, 0.164, -0.089], [0.001, 0.013, -0.007], [-0.001, -0.001, 0.003], [0.002, 0.013, 0.009], [0.006, -0.001, -0.003], [0.003, 0.038, 0.003], [-0.002, -0.007, -0.004], [0.009, 0.009, 0.000]]
}



4.
{
  "formula": "C4H9N3",
  "method": "ωB97M-V/def2-TZVPD",
  "spin_multiplicity": 3,
  "relative_energy_kcal_mol": 86.6,
  "energy_ev": -8737.8242,
  "gap_ev": [11.16, 8.12],
  "lumo_ev": [-9.331, -14.140],
  "total_charge": 2,
  "e_homo_ev": [-20.489, -22.259],
  "symbols": ["C", "C", "C", "C", "N", "N", "N", "H", "H", "H", "H", "H", "H", "H", "H", "H"],
  "xyz": [[1.05740, 0.93305, -0.80391], [-0.42450, -0.33586, -0.10099], [0.68623, -1.18115, -2.19049], [-0.80594, 1.01354, 2.00972], [0.72382, 1.63688, 0.17538], [0.56296, -0.24349, -1.19227], [0.17618, 0.63371, 1.05301], [-1.44363, -0.16366, -0.32401], [-0.54584, -1.33913, 0.19400], [-0.33222, -1.46737, -2.52838], [1.39360, -0.77092, -2.93474], [1.18729, -2.13880, -1.87698], [-0.57771, 1.80733, 2.77610], [-1.63420, 1.25473, 1.42204], [-0.97028, 0.18341, 2.69411], [0.94683, 0.17773, 1.62741]],
  "atomic_forces_ev_per_a": [[2.729, 1.706, -4.343], [1.003, -1.868, 2.133], [1.157, -0.878, -2.209], [-1.015, 0.965, 2.728], [0.984, 0.092, 1.211], [-1.888, 1.806, 4.577], [-0.082, -2.615, -1.191], [-1.072, 1.738, -0.686], [0.668, -1.551, 1.026], [0.503, 0.113, -0.206], [-0.734, -0.227, -0.177], [-0.372, 0.489, 0.435], [0.532, -0.213, -1.473], [-1.808, 0.638, -0.144], [-0.310, -0.532, -0.430], [-0.293, 0.339, -1.253]]
}